The following is a DFT calculation (wB97M-V/def2-TZVPD) of a single C22H23NO6 molecule in a non-equilibrium geometry.

Output
LUMO energy, eV: 0.228
SMILES: COc1ccc(CCNC(=O)COc2ccc3c(C)cc(=O)oc3c2)cc1OC
Net charge: 0
Gap between HOMO and LUMO, eV: 8.26

Last column: natural (NBO) charge in e.
Element x y z (Å)
C (-3.5871, -2.1895, -0.4032)  -0.250
H (-4.5955, -1.9519, -0.7426)  0.183
H (-3.3139, -3.1945, -0.7275)  0.187
H (-3.5525, -2.1338, 0.6867)  0.203
O (-2.7588, -1.2104, -1.0042)  -0.525
C (-1.4131, -1.3896, -1.0674)  0.317
C (-0.7502, -0.5320, -1.9470)  -0.263
C (0.6068, -0.6263, -2.1692)  -0.211
C (1.3569, -1.6061, -1.5331)  -0.040
C (0.7146, -2.4238, -0.6179)  -0.242
C (-0.6472, -2.3263, -0.3579)  0.212
O (-1.2196, -3.2034, 0.5421)  -0.534
C (-0.8755, -2.9752, 1.8987)  -0.254
H (-1.3836, -2.0853, 2.2835)  0.200
H (0.2037, -2.8578, 2.0294)  0.174
H (-1.2180, -3.8521, 2.4450)  0.191
H (1.2700, -3.1896, -0.0960)  0.218
C (2.8071, -1.8263, -1.8727)  -0.420
H (3.0941, -1.1555, -2.6861)  0.202
C (3.7569, -1.6140, -0.6930)  -0.216
N (3.7233, -0.2479, -0.2300)  -0.613
C (3.5976, 0.0878, 1.0628)  0.647
O (3.5434, -0.7018, 1.9804)  -0.621
C (3.5657, 1.6076, 1.2825)  -0.167
O (2.9268, 2.3098, 0.2363)  -0.510
C (1.5761, 2.1994, 0.1297)  0.410
C (0.7963, 1.3499, 0.8939)  -0.395
C (-0.5851, 1.3483, 0.7234)  0.445
C (-1.2103, 2.1867, -0.2114)  -0.210
C (-0.3923, 3.0145, -0.9921)  -0.151
C (0.9686, 3.0230, -0.8291)  -0.291
H (1.5979, 3.6685, -1.4208)  0.224
H (-0.8401, 3.6617, -1.7289)  0.218
C (-2.6484, 2.1379, -0.3021)  0.111
C (-3.3162, 1.2963, 0.5180)  -0.332
C (-2.6472, 0.4255, 1.4561)  0.751
O (-3.1886, -0.3656, 2.1927)  -0.591
O (-1.2806, 0.5040, 1.5107)  -0.478
H (-4.3910, 1.2133, 0.4974)  0.230
C (-3.3663, 3.0061, -1.2821)  -0.647
H (-3.0464, 2.7719, -2.2963)  0.226
H (-3.1485, 4.0561, -1.0915)  0.227
H (-4.4391, 2.8513, -1.2112)  0.227
H (1.2090, 0.6753, 1.6252)  0.250
H (4.5953, 1.9781, 1.2944)  0.219
H (3.1050, 1.8211, 2.2528)  0.208
H (3.7416, 0.4859, -0.9228)  0.402
H (3.4796, -2.2385, 0.1584)  0.231
H (4.7790, -1.8728, -0.9966)  0.193
H (2.9372, -2.8524, -2.2253)  0.223
H (1.0758, 0.0482, -2.8709)  0.208
H (-1.3447, 0.2019, -2.4683)  0.220

=====

The following is a DFT calculation (wB97M-V/def2-TZVPD) of a single C22H23NO7 molecule.

Output
LUMO energy, eV: -0.261
SMILES: CCOc1cc([C@@H]2C(C(=O)c3ccco3)=C(O)C(=O)N2C[C@@H]2CCCO2)ccc1O
Net charge: 0
Gap between HOMO and LUMO, eV: 7.89

Last column: natural (NBO) charge in e.
Element x y z (Å)
C (-1.7276, -4.2079, 2.2833)  -0.637
C (-2.8944, -3.5818, 1.5268)  -0.064
H (-3.8016, -4.1714, 1.6883)  0.192
O (-2.7069, -3.6071, 0.1241)  -0.535
C (-1.9048, -2.6633, -0.4648)  0.301
C (-1.2382, -1.6389, 0.1809)  -0.296
C (-0.4893, -0.7209, -0.5476)  -0.056
C (-0.4043, -0.8326, -1.9244)  -0.217
C (-1.0468, -1.8711, -2.5776)  -0.255
C (-1.7977, -2.7873, -1.8631)  0.255
O (-2.4356, -3.7961, -2.5082)  -0.664
H (-2.9103, -4.3159, -1.8443)  0.496
H (-0.9839, -1.9799, -3.6480)  0.226
H (0.1641, -0.1134, -2.4939)  0.215
C (0.1625, 0.4320, 0.1854)  -0.052
N (1.3786, 0.8929, -0.4438)  -0.403
C (1.2826, 2.1663, -0.8608)  0.613
O (2.1151, 2.8574, -1.4250)  -0.642
C (-0.0779, 2.6420, -0.4842)  0.285
C (-0.7393, 1.6495, 0.1443)  -0.192
C (-2.0320, 1.6053, 0.8363)  0.568
O (-2.2258, 0.8236, 1.7531)  -0.557
C (-3.0661, 2.5266, 0.3683)  0.115
C (-3.2438, 3.1814, -0.8303)  -0.214
C (-4.4804, 3.8446, -0.7369)  -0.330
C (-4.9690, 3.5472, 0.5047)  0.136
O (-4.1353, 2.7508, 1.1666)  -0.364
H (-5.8711, 3.8433, 1.0045)  0.206
H (-4.9446, 4.4562, -1.4828)  0.233
H (-2.5810, 3.1755, -1.6689)  0.239
O (-0.3953, 3.9072, -0.7590)  -0.640
H (0.3946, 4.3060, -1.1735)  0.510
C (2.5399, 0.0613, -0.6039)  -0.246
H (3.1309, 0.4676, -1.4279)  0.223
H (2.2248, -0.9555, -0.8526)  0.228
C (3.4053, 0.0090, 0.6755)  0.100
H (2.7523, -0.2174, 1.5280)  0.178
O (4.3478, -1.0420, 0.5619)  -0.529
C (5.6574, -0.5151, 0.3988)  -0.066
H (6.2254, -0.7013, 1.3201)  0.166
C (5.5063, 0.9843, 0.1440)  -0.435
H (5.3939, 1.1840, -0.9215)  0.207
H (6.3543, 1.5519, 0.5187)  0.221
C (4.2064, 1.2982, 0.8819)  -0.438
H (4.3989, 1.4566, 1.9435)  0.209
H (3.6931, 2.1665, 0.4779)  0.235
H (6.1436, -1.0445, -0.4246)  0.185
H (0.3492, 0.1385, 1.2253)  0.228
H (-1.3135, -1.5112, 1.2480)  0.235
H (-3.0802, -2.5573, 1.8674)  0.184
H (-1.9392, -4.1984, 3.3486)  0.218
H (-1.5838, -5.2363, 1.9605)  0.214
H (-0.8073, -3.6589, 2.1011)  0.213

=====

The following is a DFT calculation (wB97M-V/def2-TZVPD) of a molecular structure, C22H23O3PPdS6.

Output
LUMO energy, eV: -0.417
Net charge: 0
Gap between HOMO and LUMO, eV: 7.32

Last column: natural (NBO) charge in e.
Element x y z (Å)
Pd (-1.4568, -0.8008, -1.1212)  0.481
O (-5.0958, 0.6021, -0.9843)  -0.604
C (-3.9586, 0.4824, -0.6006)  0.795
O (-3.3254, -0.6225, -0.3178)  -0.779
C (-3.1080, 1.7506, -0.3270)  -0.858
P (-1.3481, 1.3902, -0.6406)  1.119
C (-0.7891, 2.5752, -1.8833)  -0.416
C (-0.4986, 2.1446, -3.1731)  -0.168
C (-0.1350, 3.0658, -4.1477)  -0.207
C (-0.0649, 4.4135, -3.8370)  -0.183
C (-0.3603, 4.8506, -2.5499)  -0.232
C (-0.7234, 3.9367, -1.5771)  -0.130
C (-0.4086, 1.7474, 0.8618)  -0.294
C (-0.8947, 1.2670, 2.0766)  -0.200
C (-0.1587, 1.4440, 3.2375)  -0.203
C (1.0734, 2.0825, 3.1913)  -0.206
C (1.5741, 2.5366, 1.9792)  -0.221
C (0.8380, 2.3678, 0.8150)  -0.223
H (-3.2494, 2.0246, 0.7204)  0.261
H (-3.4463, 2.5800, -0.9454)  0.264
H (-0.5499, 1.0896, -3.4101)  0.241
H (0.0925, 2.7256, -5.1492)  0.223
H (0.2182, 5.1296, -4.5975)  0.219
H (-0.3098, 5.9041, -2.3084)  0.220
H (-0.9546, 4.2796, -0.5751)  0.210
H (-1.8301, 0.7213, 2.1113)  0.236
H (-0.5450, 1.0732, 4.1782)  0.222
H (1.6446, 2.2215, 4.1007)  0.219
H (2.5389, 3.0258, 1.9363)  0.221
H (1.2380, 2.7203, -0.1275)  0.229
C (-2.3150, -3.8074, -0.1626)  -0.745
S (-1.9613, -3.0071, -1.7462)  0.423
C (-0.3571, -3.5789, -2.1730)  -0.506
C (0.6792, -2.7281, -2.2798)  -0.340
S (0.6734, -1.0208, -1.9348)  -0.150
S (2.1707, -3.4435, -2.8368)  0.469
C (1.6026, -5.0804, -3.0028)  -0.569
S (2.5555, -6.3149, -3.4830)  -0.028
S (-0.0818, -5.2431, -2.6274)  0.467
H (-3.2498, -3.3572, 0.1691)  0.261
H (-1.5345, -3.5762, 0.5536)  0.254
H (-2.4425, -4.8769, -0.3128)  0.225
O (-0.3025, -1.7582, 1.3507)  -1.024
S (1.0480, -2.3873, 1.1757)  1.236
C (1.6005, -2.8540, 2.8404)  -0.603
C (2.0786, -1.5683, 3.4974)  -0.417
C (2.9781, -0.9146, 2.4529)  -0.415
C (2.2411, -1.0010, 1.1153)  -0.615
H (2.4149, -3.5731, 2.7182)  0.223
H (0.7580, -3.3435, 3.3261)  0.246
H (2.6017, -1.7590, 4.4349)  0.221
H (1.2180, -0.9293, 3.7079)  0.220
H (3.9243, -1.4579, 2.3951)  0.205
H (3.2071, 0.1231, 2.6986)  0.226
H (2.8919, -1.1294, 0.2520)  0.243
H (1.5945, -0.1419, 0.9360)  0.257

=====

The following is a DFT calculation (wB97M-V/def2-TZVPD) of a molecular structure, C22H24AsN5OS4Y.

Output
LUMO energy, eV: 2.254
Net charge: -1
Gap between HOMO and LUMO, eV: 6.46

Last column: natural (NBO) charge in e.
Element x y z (Å)
Y (-1.7719, 0.0788, -0.8072)  1.668
C (2.2447, -4.6238, 1.7046)  -0.624
C (1.8575, -3.2659, 1.1865)  -0.051
C (2.2793, -2.8251, -0.0682)  -0.190
C (1.8660, -1.6113, -0.5787)  -0.196
C (1.0171, -0.7612, 0.1399)  0.160
N (0.5227, 0.4324, -0.4023)  -0.795
C (1.3747, 1.4949, -0.4559)  0.189
C (2.6670, 1.4982, 0.1091)  -0.240
C (3.4986, 2.6015, 0.0505)  -0.202
C (3.1025, 3.7872, -0.5548)  -0.094
C (3.9823, 5.0078, -0.5700)  -0.615
C (1.8294, 3.8090, -1.1093)  -0.190
C (0.9931, 2.7043, -1.0864)  0.076
N (-0.2604, 2.8208, -1.7558)  -0.162
C (-0.4655, 3.4639, -2.9240)  -0.001
C (-1.8200, 3.5820, -3.1140)  -0.328
C (-2.3852, 2.9663, -1.9935)  0.019
N (-1.4452, 2.5148, -1.1641)  -0.375
C (0.6125, -1.2094, 1.4019)  0.078
C (1.0137, -2.4405, 1.9098)  -0.171
N (-0.2561, -0.4032, 2.1962)  -0.157
C (-0.0970, -0.0313, 3.4812)  -0.018
C (-1.2238, 0.6695, 3.8478)  -0.335
C (-2.0288, 0.6723, 2.6999)  -0.006
N (-1.4344, 0.0230, 1.7100)  -0.329
H (3.2451, -4.9041, 1.3740)  0.214
H (1.5533, -5.3885, 1.3422)  0.223
H (2.2259, -4.6527, 2.7942)  0.211
H (2.9259, -3.4600, -0.6634)  0.208
H (2.1812, -1.2879, -1.5630)  0.228
H (3.0207, 0.6009, 0.6001)  0.204
H (4.4845, 2.5340, 0.4992)  0.198
H (5.0354, 4.7329, -0.4968)  0.208
H (3.7614, 5.6787, 0.2645)  0.208
H (3.8533, 5.5807, -1.4898)  0.208
H (1.4625, 4.7182, -1.5730)  0.208
H (0.3726, 3.7678, -3.5273)  0.222
H (-2.3355, 3.9874, -3.9654)  0.239
H (-3.4222, 2.7665, -1.7696)  0.264
H (0.6338, -2.7581, 2.8748)  0.208
H (0.8014, -0.2886, 4.0155)  0.225
H (-1.4312, 1.1199, 4.8018)  0.229
H (-3.0032, 1.1033, 2.5342)  0.238
S (-4.4151, -2.7869, -2.3277)  -0.746
As (-4.3108, -0.6635, -2.6439)  0.982
S (-2.2126, -0.2839, -3.3390)  -0.757
S (-4.3710, 0.3043, -0.5974)  -0.796
S (-5.7013, 0.2592, -3.9055)  -0.702
C (-1.9394, -4.3805, 0.5567)  -0.630
C (-2.4327, -2.9482, 0.5757)  -0.062
O (-1.9800, -2.2545, -0.5940)  -0.873
H (-2.2583, -4.9110, 1.4571)  0.199
H (-0.8489, -4.4024, 0.5019)  0.201
H (-2.3401, -4.9032, -0.3126)  0.223
H (-2.0531, -2.4140, 1.4469)  0.172
H (-3.5245, -2.9040, 0.5977)  0.212
H (-2.6494, -2.5171, -1.3215)  0.522

=====

In kJ/mol, the energy above the lowest of the compared OMol25 structures with the same formula, charge and spin values for the records above are, in order, 203.1; 0.0; 0.0; 1.1.